Record 1
The following is a DFT calculation (wB97M-V/def2-TZVPD) of an isolated ion of composition C6H8NS and charge -1 in a non-equilibrium geometry.

The calculation puts the HOMO energy at -1.9 eV. The relative energy (zero: lowest compared OMol25 entry of this formula, charge and spin) is 2.7520 eV. The value obtained for the frontier orbital gap is 5.613 eV. Its total charge is -1.

Last column: Löwdin charge in e.
Positions of all 16 atoms, in Å:
S -4.043 -0.751 -0.152  0.489
N -0.961 -1.989 -0.054  0.032
C -1.538 2.248 0.234  -0.074
C 1.514 -1.698 0.094  -0.074
C -2.606 -0.042 -0.106  -0.675
C 0.077 -1.152 0.028  -0.508
C -0.163 0.215 -0.038  -0.126
C -1.590 0.721 0.076  -0.397
H 1.691 -2.352 0.907  0.042
H -0.761 2.191 0.909  0.021
H -1.294 2.750 -0.721  0.078
H 2.046 -0.729 0.191  0.059
H -0.856 -2.927 0.166  -0.031
H 1.880 -2.201 -0.744  0.031
H 0.605 0.979 -0.119  0.059
H -2.449 2.730 0.639  0.074

---

Record 2
The following is a DFT calculation (wB97M-V/def2-TZVPD) of one molecule with the formula C4H6O.

The calculation puts the HOMO energy at -8.3 eV. The relative energy (zero: lowest compared OMol25 entry of this formula, charge and spin) is 3.6945 eV. The value obtained for the frontier orbital gap is 8.749 eV.

Last column: Löwdin charge in e.
Positions of all 11 atoms, in Å:
O -1.557 0.827 -0.287  0.025
C 0.727 -0.363 -0.635  -0.318
C -0.975 0.638 0.763  -0.239
C 0.462 0.184 0.778  -0.176
C -0.570 -1.028 -1.011  0.110
H 0.602 -0.574 1.555  0.118
H 1.095 1.044 1.039  0.122
H -0.860 -0.744 -2.036  0.011
H 1.476 -1.168 -0.581  0.116
H -1.517 0.765 1.714  0.131
H 1.116 0.420 -1.300  0.101

---

Record 3
The following is a DFT calculation (wB97M-V/def2-TZVPD) of a 2-piece molecular cluster, C2H2FO2S overall in a non-equilibrium geometry.

The calculation puts the HOMO energy (alpha / beta) at -2.7 / -2.7 eV. The relative energy (zero: lowest compared OMol25 entry of this formula, charge and spin) is 3.7388 eV. The value obtained for the frontier orbital gap (alpha / beta) is 4.867 / 4.909 eV. Its total charge is -1.

Last column: Löwdin charge in e.
Positions of all 8 atoms, in Å:
S 0.728 -1.507 -1.111  0.839
F -2.147 1.693 1.250  -0.223
O 1.683 -2.317 -0.300  -0.493
O -0.486 -2.180 -1.630  -0.490
C -0.769 1.954 0.903  -0.305
C 0.081 1.007 0.554  -0.236
H 1.048 1.326 0.160  -0.001
H -0.138 0.023 0.174  -0.092

---

Record 4
The following is a DFT calculation (wB97M-V/def2-TZVPD) of a 2-piece molecular cluster, C2H8NO overall in a non-equilibrium geometry.

The calculation puts the HOMO energy (alpha / beta) at -21.6 / -22.6 eV. As for the multiplicity: 2. The relative energy (zero: lowest compared OMol25 entry of this formula, charge and spin) is 1.2144 eV. The value obtained for the frontier orbital gap (alpha / beta) is 11.341 / 9.223 eV. Its total charge is +2.

Last column: Mulliken spin population.
Positions of all 12 atoms, in Å:
O 0.685 0.702 -0.281  0.132
N -1.132 0.791 1.828  0.000
C 0.114 -1.237 -1.644  0.376
C 0.709 -0.651 -0.580  0.362
H -0.805 0.073 2.478  0.000
H 0.952 -1.187 0.356  0.053
H -0.295 1.357 1.645  -0.002
H -1.568 0.483 0.962  0.001
H 0.643 -2.204 -1.774  0.039
H -1.800 1.440 2.268  0.000
H 1.346 0.998 -0.956  -0.004
H -0.732 -1.045 -2.293  0.042

---

Record 5
The following is a DFT calculation (wB97M-V/def2-TZVPD) of C19H52AlF3NO21S7 as an isolated structure in a non-equilibrium geometry.

The calculation puts the HOMO energy at -17.3 eV. The value obtained for the frontier orbital gap is 1.923 eV. Its total charge is +3.

Last column: Löwdin charge in e.
Positions of all 104 atoms, in Å:
S -2.808 5.384 -0.095  0.676
S -0.872 -0.601 0.067  0.606
S -0.602 -4.882 -1.616  0.695
S -5.624 1.332 -1.738  0.731
S 3.581 -3.185 -0.573  0.700
S 3.165 -0.458 2.721  0.704
S -1.274 -0.021 4.068  0.690
Al 0.442 -3.897 2.511  1.335
F 1.367 -0.211 -1.398  0.141
F -0.323 1.195 -1.839  0.148
F 0.848 1.404 0.005  0.137
O 0.818 -5.515 -2.202  -0.232
O 2.630 -3.591 0.458  -0.350
O 3.145 0.307 1.256  -0.270
O -1.720 -5.698 -1.952  -0.192
O -5.336 2.091 -0.508  -0.309
O 2.850 0.493 3.791  -0.265
O -0.357 -4.463 -0.247  -0.369
O -1.357 5.363 -0.862  -0.237
O -1.111 -0.027 5.711  -0.229
O -2.667 0.029 3.711  -0.285
O -3.047 4.066 0.492  -0.320
O -1.767 -1.172 -0.944  -0.208
O -0.015 -1.581 0.753  -0.263
O -1.610 0.254 0.985  -0.264
O -3.736 5.994 -1.011  -0.237
O -4.616 1.935 -2.934  -0.196
O 2.363 -1.676 2.614  -0.381
O -6.934 1.245 -2.264  -0.191
O 4.647 -2.257 -0.215  -0.261
O -0.470 -1.161 3.585  -0.357
O 2.772 -2.532 -1.851  -0.303
N -4.024 1.282 1.670  0.301
C 0.642 -6.394 -3.259  -0.282
C -4.871 -0.359 -1.718  -0.065
C 4.229 -4.662 -1.485  -0.037
C -1.845 0.988 6.412  -0.277
C -2.826 3.399 -3.286  0.005
C -1.808 0.654 7.892  -0.049
C -0.515 -3.353 -2.615  -0.058
C 3.915 1.494 1.142  -0.287
C 1.983 -6.569 -3.978  -0.029
C -0.429 4.430 -0.424  -0.322
C -3.253 2.056 -2.594  -0.254
C -2.451 6.599 1.243  -0.068
C 4.689 1.460 -0.158  -0.050
C 0.693 4.608 -1.399  -0.039
C -0.451 1.556 3.711  -0.078
C 0.353 0.529 -0.887  -0.553
C 2.818 -2.136 -4.158  -0.023
C 3.560 -1.896 -2.834  -0.266
C 4.926 -1.016 2.902  -0.037
H -1.759 3.586 -3.160  0.070
H 5.619 0.898 -0.067  0.087
H -2.997 3.361 -4.362  0.099
H -3.349 4.299 -2.961  0.082
H 3.529 -4.851 -2.296  0.045
H 4.813 -2.049 3.225  0.077
H -5.680 -0.930 -1.261  0.083
H 0.407 4.125 -2.334  0.079
H 1.842 -7.114 -4.910  0.102
H 3.685 -0.839 -2.599  0.115
H -0.068 -5.940 -3.953  0.130
H -0.266 1.685 2.644  0.054
H 3.386 -1.756 -5.006  0.099
H -3.906 1.964 2.407  0.141
H 3.251 2.359 1.098  0.116
H 5.370 -0.812 1.930  0.060
H 1.663 4.191 -1.129  0.080
H -0.951 3.476 -0.509  0.087
H 0.209 -2.642 -2.216  0.046
H 4.561 -2.331 -2.825  0.120
H 2.775 -6.987 -3.357  0.089
H -0.165 4.541 0.630  0.132
H -2.277 -0.311 8.089  0.088
H 4.145 1.056 -1.011  0.067
H -4.679 0.547 1.907  0.151
H 0.309 -7.355 -2.865  0.145
H 4.176 -5.423 -0.706  0.080
H -0.290 -3.570 -3.658  0.088
H -1.143 2.370 3.927  0.079
H -2.381 1.375 8.474  0.095
H 2.305 -5.558 -4.236  0.061
H 2.553 -3.188 -4.269  0.064
H -2.994 2.058 -1.535  0.094
H -3.140 0.872 1.371  0.049
H -3.396 6.819 1.739  0.081
H -1.996 7.512 0.862  0.087
H -1.381 1.968 6.288  0.115
H -2.871 1.111 6.066  0.120
H -1.455 -2.829 -2.435  0.061
H -4.432 1.769 0.869  0.047
H -4.017 -0.403 -1.045  0.029
H 0.873 5.672 -1.549  0.103
H -0.812 0.566 8.324  0.090
H -1.818 6.074 1.958  0.063
H -4.701 -0.623 -2.761  0.090
H 5.270 -4.520 -1.772  0.090
H 1.840 -1.656 -4.093  0.073
H 4.899 2.500 -0.410  0.094
H 5.348 -0.454 3.735  0.082
H -2.763 1.204 -3.073  0.132
H 0.493 1.608 4.254  0.078
H 4.652 1.741 1.907  0.133

---

Record 6
The following is a DFT calculation (wB97M-V/def2-TZVPD) of one molecule with the formula C5H8N2 in a non-equilibrium geometry.

The calculation puts the HOMO energy at -10.0 eV. The relative energy (zero: lowest compared OMol25 entry of this formula, charge and spin) is 2.1834 eV. The value obtained for the frontier orbital gap is 10.822 eV. The SMILES is C[C@@]1(CC#N)CN1.

Last column: Löwdin charge in e.
Positions of all 15 atoms, in Å:
N -0.144 -2.941 0.484  0.177
N -0.592 1.486 0.529  0.047
C 0.303 0.667 1.330  -0.131
C -0.737 -2.053 0.144  -0.275
C -0.042 0.264 -0.038  -0.562
C 0.997 0.347 -1.115  -0.018
C -1.084 -0.766 -0.231  -0.166
H -0.269 0.062 2.317  0.185
H -0.099 2.300 0.166  0.098
H 1.730 1.129 -0.894  0.086
H 0.535 0.568 -2.084  0.088
H -2.005 -0.579 0.332  0.140
H 1.534 -0.602 -1.212  0.092
H 1.315 1.012 1.532  0.100
H -1.442 -0.893 -1.259  0.139